1.
A cluster of 5 separate species, C4H19N2O5S in total in a non-equilibrium geometry, computed with ωB97M-V/def2-TZVPD.

Last columns: bonded neighbours and bond lengths (Å).
Element x y z (Å)
1 O -2.5665 -0.6030 1.9750  C2 1.229
2 C -1.7874 0.1907 1.4530  O1 1.229, N3 1.334, C7 1.527
3 N -0.7690 0.8009 2.0615  C2 1.334, C4 1.445, H9 1.035
4 C 0.3162 1.3991 1.3173  N3 1.445, C5 1.505, H10 1.082, H11 1.101
5 C 1.6127 0.6351 1.3412  C4 1.505, S6 1.815, H12 1.094, H13 1.087
6 S 1.3779 -0.9753 0.5384  C5 1.815, H14 1.338
7 C -2.0777 0.5689 0.0022  C2 1.527, N8 1.494, H15 1.088, H16 1.081
8 N -3.2338 -0.2650 -0.4459  C7 1.494, H17 1.037, H18 0.992, H19 1.018
9 H -0.5292 0.3611 2.9672  N3 1.035
10 H 0.0726 1.7301 0.3162  C4 1.082
11 H 0.4589 2.4513 1.6082  C4 1.101
12 H 2.3655 1.2647 0.8582  C5 1.094
13 H 2.0817 0.5730 2.3193  C5 1.087
14 H 2.3344 -1.0043 -0.3970  S6 1.338
15 H -1.2265 0.1174 -0.5029  C7 1.088
16 H -2.0780 1.6047 -0.3060  C7 1.081
17 H -3.6263 -0.7000 0.4098  N8 1.037
18 H -3.8612 0.2784 -0.9892  N8 0.992
19 H -2.8419 -1.0494 -0.9623  N8 1.018
20 H 0.8778 -1.4090 -4.3156  O22 0.958
21 H 1.2094 -1.4902 -2.8173  O22 0.969
22 O 0.6779 -1.0083 -3.4681  H20 0.958, H21 0.969
23 H -0.5903 1.4542 -3.3148  O25 0.964
24 H -0.2347 0.2267 -2.5611  O25 0.973
25 O -0.6787 1.0821 -2.4295  H23 0.964, H24 0.973
26 H 3.5625 -0.6029 -2.1873  O28 0.958
27 H 3.5943 -2.0049 -2.9225  O28 0.960
28 O 3.0874 -1.4169 -2.3576  H26 0.958, H27 0.960
29 H 1.1734 -1.1935 3.7840  O31 0.971
30 H 0.8060 -0.4579 4.9688  O31 0.970
31 O 0.4925 -0.5578 4.0568  H29 0.971, H30 0.970

Multiplicity ... 1
Total charge ... +1
Energy above the lowest of the compared OMol25 structures with the same formula, charge and spin ... 0.0 kJ/mol
Calculated total energy ... -28503.305 eV

***

2.
A cluster of 2 separate species, C3H8NO3S in total in a non-equilibrium geometry, computed with ωB97M-V/def2-TZVPD.

Last columns: bonded neighbours and bond lengths (Å).
Element x y z (Å)
1 C -1.5468 -1.7351 0.6394  C2 1.523, H9 1.119, H10 1.204, H11 1.139
2 C -0.5374 -1.2613 -0.3979  C1 1.523, C3 1.525, H12 1.149, H13 1.085
3 C -0.2229 0.2224 -0.5594  C2 1.525, N4 1.463, H14 1.233, H15 1.206
4 N 1.0715 0.6423 -1.0974  C3 1.463, O7 1.381
5 O 1.3060 2.2991 1.4797  S8 1.481
6 O 2.2357 3.7722 -0.3324  S8 1.474
7 O 2.1290 0.0580 -0.4283  N4 1.381, H16 1.004
8 S 1.0892 3.0168 0.2027  O5 1.481, O6 1.474
9 H -1.1136 -1.7175 1.6708  C1 1.119
10 H -2.4205 -0.9070 0.6192  C1 1.204
11 H -1.9791 -2.7268 0.2825  C1 1.139
12 H -0.8077 -1.6076 -1.4600  C2 1.149
13 H 0.3080 -1.9097 -0.1903  C2 1.085
14 H -1.0590 0.6288 -1.3696  C3 1.233
15 H -0.5546 0.8451 0.4185  C3 1.206
16 H 2.1023 0.3804 0.5224  O7 1.004

Multiplicity ... 1
Total charge ... -1
Energy above the lowest of the compared OMol25 structures with the same formula, charge and spin ... 495.0 kJ/mol
Calculated total energy ... -21706.077 eV